{
  "formula": "C42H97N3O8",
  "method": "ωB97M-V/def2-TZVPD",
  "species": ["C", "C", "C", "C", "C", "C", "N", "O", "C", "C", "C", "H", "H", "H", "H", "H", "H", "H", "H", "H", "H", "H", "H", "H", "H", "H", "H", "H", "H", "H", "C", "C", "C", "C", "C", "C", "N", "O", "C", "C", "C", "H", "H", "H", "H", "H", "H", "H", "H", "H", "H", "H", "H", "H", "H", "H", "H", "H", "H", "H", "C", "C", "C", "C", "C", "C", "N", "O", "C", "C", "C", "H", "H", "H", "H", "H", "H", "H", "H", "H", "H", "H", "H", "H", "H", "H", "H", "H", "H", "H", "C", "C", "C", "O", "H", "H", "H", "H", "H", "H", "H", "H", "C", "C", "C", "O", "H", "H", "H", "H", "H", "H", "H", "H", "C", "C", "C", "O", "H", "H", "H", "H", "H", "H", "H", "H", "C", "C", "C", "O", "H", "H", "H", "H", "H", "H", "H", "H", "C", "C", "C", "O", "H", "H", "H", "H", "H", "H", "H", "H"],
  "positions_angstrom": [[-2.317439, -2.523701, -4.038272], [-1.364099, -1.449111, -4.560152], [-2.151079, -0.133301, -4.728732], [-1.243029, 1.116799, -5.062912], [-0.269619, 1.202309, -3.998212], [0.504451, -0.047521, -3.496112], [-0.353049, -1.275731, -3.479402], [0.341651, -2.406521, -3.114452], [1.605761, -0.088261, -4.559562], [1.108951, 0.321729, -2.053632], [-0.928189, -1.866941, -5.932892], [-3.191139, -2.739651, -4.653182], [-2.720539, -2.086501, -3.124792], [-1.790689, -3.443481, -3.784052], [-2.860109, -0.263811, -5.546262], [-2.731679, 0.027539, -3.820362], [-1.952189, 1.940839, -5.141432], [-0.711689, 1.021059, -6.009802], [-0.751489, 1.769459, -3.201822], [0.384801, 1.983109, -4.385742], [1.301411, 0.227329, -5.557492], [2.453131, 0.550579, -4.310722], [1.998431, -1.059091, -4.861882], [0.415121, 0.028459, -1.265782], [2.082531, -0.166381, -2.009252], [1.291001, 1.392609, -1.963112], [-0.218539, -2.651061, -5.669002], [-0.286759, -1.240201, -6.552462], [-1.739709, -2.248781, -6.552362], [0.842181, -2.770361, -3.848412], [6.049321, -1.513611, 5.979998], [4.939331, -2.549821, 5.460918], [3.598761, -2.356861, 6.313628], [2.835131, -1.066611, 5.990368], [2.525241, -1.128121, 4.475828], [3.658311, -1.475831, 3.421138], [4.594041, -2.444101, 4.029498], [5.599931, -2.881821, 3.135358], [3.025671, -2.074151, 2.194578], [4.447401, -0.136851, 3.072418], [5.334121, -4.006011, 5.709198], [6.720601, -1.162801, 5.196148], [6.634151, -1.945151, 6.792308], [5.649121, -0.632541, 6.481648], [2.883931, -3.132611, 6.039178], [3.751781, -2.459991, 7.387898], [3.509461, -0.224801, 6.147698], [1.945391, -0.866541, 6.587398], [2.096851, -0.151991, 4.248348], [1.637151, -1.684321, 4.175768], [3.769861, -2.011571, 1.400618], [2.672391, -3.103061, 2.262648], [2.106221, -1.515991, 2.018018], [4.880741, 0.113579, 4.040708], [5.142601, -0.353581, 2.261358], [3.651121, 0.539019, 2.760588], [6.071861, -4.376511, 4.997468], [4.528371, -4.732031, 5.600728], [5.625521, -4.316201, 6.712678], [6.140951, -2.104211, 2.979698], [-4.048989, 0.442519, 0.169328], [-3.627579, 0.151559, -1.364062], [-3.435259, -1.320181, -1.684142], [-4.702949, -2.106921, -1.692652], [-5.635499, -1.527231, -2.654522], [-5.903649, -0.016401, -2.667582], [-4.589009, 0.665439, -2.385882], [-4.749249, 2.086549, -2.361632], [-6.578659, 0.199759, -4.093692], [-6.887349, 0.264259, -1.477222], [-2.306179, 0.950039, -1.759352], [-3.308109, 0.020749, 0.848518], [-4.987349, 0.001209, 0.505218], [-4.040779, 1.509399, 0.392478], [-2.753049, -1.613951, -2.481882], [-2.873139, -1.773981, -0.867942], [-5.175909, -2.125681, -0.710792], [-4.363659, -3.132311, -1.839512], [-6.541959, -2.078641, -2.404782], [-5.152539, -1.770031, -3.601042], [-6.164129, -0.434481, -4.877282], [-7.637209, -0.052481, -4.030772], [-6.621659, 1.246139, -4.395942], [-7.793839, 0.763369, -1.819652], [-7.298359, -0.602631, -0.959852], [-6.451869, 0.801779, -0.634882], [-2.393559, 2.035019, -1.702152], [-1.964339, 0.757519, -2.776302], [-1.382289, 0.718049, -1.229532], [-4.408439, 2.365319, -3.214712], [-1.391669, -2.412441, 0.395388], [-0.731959, -2.448151, -0.985892], [-0.876069, -3.827871, -1.544422], [-1.486079, -1.507091, -1.770662], [-2.355299, -2.899631, 0.246508], [-1.655019, -1.376671, 0.609728], [-0.783149, -2.804551, 1.210278], [0.319811, -2.162021, -0.990722], [-0.418989, -3.832641, -2.533952], [-1.924249, -4.104901, -1.657012], [-0.596829, -4.698221, -0.950612], [-0.995679, -1.404511, -2.589552], [-0.398169, 1.083849, 0.353648], [0.453111, 0.235019, 1.239678], [1.393631, -0.697991, 0.413528], [1.231071, 1.059149, 2.153058], [0.342951, 1.633429, -0.226682], [-0.825249, 1.852079, 0.998258], [-1.152359, 0.600649, -0.267522], [-0.236329, -0.462821, 1.714858], [0.943621, -1.028861, -0.522472], [1.497021, -1.574501, 1.053178], [2.389571, -0.309631, 0.200488], [0.562721, 1.462889, 2.711548], [0.078571, 3.999089, -0.769762], [1.124021, 3.511039, -1.772002], [2.279691, 4.445769, -2.143742], [1.858531, 2.420189, -1.256372], [0.448541, 4.153539, 0.243828], [-0.778989, 3.328549, -0.825052], [-0.373069, 4.918659, -1.141942], [0.532651, 3.383429, -2.678692], [3.018541, 4.003279, -2.811872], [2.858771, 4.748949, -1.271472], [1.909081, 5.308859, -2.696752], [1.964361, 2.651699, -0.330732], [2.625631, 3.189069, 3.086948], [2.922881, 3.050299, 1.550938], [3.515701, 1.623839, 1.067928], [1.629531, 3.098579, 0.901198], [3.587341, 3.357339, 3.571598], [2.205721, 2.238429, 3.415678], [1.934261, 4.011519, 3.270488], [3.443871, 3.869599, 1.055548], [3.374941, 0.760309, 1.718008], [4.592631, 1.705659, 0.920928], [3.154441, 1.350929, 0.076408], [1.203671, 2.269549, 1.131308], [-0.511709, 2.231929, 4.756488], [-1.321909, 2.053409, 3.554388], [-1.085639, 3.289869, 2.660788], [-0.850719, 0.913359, 2.794868], [-0.618979, 3.198329, 5.249088], [0.540861, 1.976429, 4.634368], [-0.895559, 1.594719, 5.553188], [-2.399959, 2.009849, 3.709348], [-1.589689, 3.360579, 1.696928], [-0.029769, 3.521989, 2.521638], [-1.546019, 4.140339, 3.163638], [-1.105879, 0.146479, 3.312938]],
  "atomic_forces_ev_per_a": [[0.4, -0.8, -0.9], [-1.5, 0.6, -1.1], [0.4, 0.4, -0.6], [-2.4, -2.8, -1.0], [0.5, 2.5, 1.8], [0.6, 1.5, -0.2], [4.4, 2.7, -8.0], [1.9, 0.5, -1.8], [0.8, -0.9, -1.0], [-1.8, -2.2, -4.1], [2.2, -1.1, -0.1], [0.3, 0.1, -0.5], [-0.2, -4.0, -5.0], [-0.2, 0.1, -0.4], [-0.1, -0.3, 0.0], [-0.2, 0.1, -0.8], [0.4, 0.4, 0.1], [-0.4, -0.3, -0.4], [0.4, -0.4, 0.3], [1.1, -0.4, 0.4], [-0.5, 0.5, 0.1], [-0.1, -0.1, 0.3], [0.3, -0.5, 0.8], [0.4, 0.4, -1.6], [-0.1, -0.2, 0.4], [-0.5, -1.8, -1.0], [-0.1, -1.0, -0.7], [-0.3, 0.8, 0.2], [0.0, -0.1, 0.3], [0.3, 0.2, -0.6], [-0.6, -0.7, 0.2], [-0.7, 0.6, 1.0], [-0.3, 0.4, -0.6], [1.4, -0.6, -1.4], [-0.5, 0.9, -0.5], [1.0, 0.3, 2.0], [-1.0, -0.8, 0.7], [-0.5, 0.3, 0.5], [0.4, 0.0, 1.0], [-1.5, -2.4, 1.7], [0.3, -1.3, -0.1], [0.0, -0.2, -0.1], [0.2, -0.4, -0.3], [-0.5, 0.2, -0.4], [0.3, -0.5, -0.1], [0.6, 0.0, 0.0], [0.0, 0.3, 0.1], [0.0, -0.4, 0.0], [0.5, 0.5, -0.5], [0.1, -1.0, 0.7], [-0.5, 0.1, -0.5], [0.4, -0.2, 0.5], [1.9, -0.1, 1.3], [0.4, 0.5, -0.3], [0.2, 0.5, 0.1], [1.4, -0.5, 2.2], [0.3, 0.3, 0.1], [-0.7, 0.5, -0.6], [0.6, 0.9, 0.3], [0.5, 0.3, -0.1], [0.8, -0.3, -0.9], [0.3, 1.7, -0.3], [-4.3, 0.0, 3.7], [0.6, 0.9, 1.6], [-0.3, -1.0, -1.1], [0.1, -0.7, 1.6], [-0.7, -0.5, -1.7], [-0.4, -0.5, 0.5], [0.2, 0.9, 1.3], [-0.7, 0.4, -0.1], [-0.5, -0.1, -0.4], [0.3, -0.1, -0.2], [-0.1, 0.0, -0.4], [-0.2, 0.1, -0.3], [-3.3, 4.4, 4.4], [-1.9, 0.8, -0.1], [0.1, 0.1, 0.5], [-0.6, -0.4, -0.6], [-0.7, 0.2, -1.3], [-0.7, -0.2, -0.6], [0.3, 0.2, 0.1], [0.0, -0.3, 0.3], [0.4, 0.1, -0.1], [0.1, 0.5, 0.0], [0.3, -0.7, -0.4], [0.1, 0.5, -0.6], [-0.5, 0.1, 0.3], [-1.2, 0.0, 1.1], [-2.1, 0.2, -2.8], [0.1, 0.0, -0.1], [0.3, 0.6, -0.2], [-1.0, 0.1, 0.9], [-0.8, -1.9, -0.4], [5.5, -2.3, 8.1], [0.2, -0.5, 0.8], [0.2, 0.0, 0.3], [-0.1, -0.3, -0.1], [-0.6, -0.8, 0.2], [-0.5, -1.2, 1.0], [-0.5, 0.5, -0.2], [0.9, 0.4, 0.5], [-0.1, 1.4, 0.3], [1.7, 1.6, 1.6], [1.0, -2.1, -1.8], [-0.8, -0.5, 0.9], [0.8, -1.9, -1.3], [-1.1, -0.4, -0.6], [-0.5, -0.4, -0.8], [1.3, -0.3, 3.2], [0.9, -0.1, 0.2], [0.7, 0.4, 1.7], [-1.0, 0.4, -2.3], [-0.4, -0.2, 0.1], [0.3, -0.5, 0.0], [-1.0, 1.3, -0.9], [1.4, 1.7, 0.3], [-0.6, 1.2, -0.4], [0.7, 1.4, -2.1], [-0.8, 0.3, -0.8], [0.2, -0.2, 0.4], [0.2, 0.4, -0.2], [0.4, -1.2, -0.2], [-0.3, -0.6, 0.0], [-0.2, 0.2, 0.2], [0.0, 0.5, 0.2], [0.1, 0.6, 0.8], [1.5, -0.1, -1.4], [-1.3, -2.4, 0.0], [0.9, 1.7, -0.5], [1.9, 1.8, 2.3], [-0.1, 0.1, 0.4], [0.4, 0.5, 0.2], [0.2, 0.0, 0.0], [0.4, 0.0, 0.6], [-0.8, 1.7, -2.3], [0.3, 0.1, 0.2], [0.0, 0.5, 0.2], [-0.1, -0.5, 0.8], [0.0, -0.5, 2.8], [-0.4, 1.5, -2.7], [-0.7, 0.9, 0.3], [-4.8, 1.0, 3.9], [0.2, 0.3, -0.5], [-0.1, 0.2, -0.1], [0.2, -0.6, 0.1], [0.0, -0.4, 0.3], [0.1, -0.7, 0.0], [-0.1, -0.1, 0.0], [0.2, 0.1, 0.5], [0.0, -0.4, 0.1]],
  "e_above_lowest_ev": 24.0721,
  "gap_ev": 7.33,
  "fmax_ev_per_a": 10.05
}